{
  "formula": "HN3",
  "method": "wB97M-V/def2-TZVPD",
  "e_lumo_ev": 0.9,
  "gap_ev": 11.151,
  "de_lowest_kj_mol": 15.59,
  "species": ["H", "N", "N", "N"],
  "positions_angstrom": [[-1.349906, 0.513089, -0.030579], [-0.746254, -0.288548, -0.000694], [0.467808, -0.075253, 0.041092], [1.628351, -0.149287, -0.009818]],
  "forces_ev_per_a": [[0.177, 0.683, 0.064], [0.437, -0.747, 0.225], [4.053, -0.533, -0.803], [-4.666, 0.596, 0.514]]
}


{
  "formula": "C33H61N2O12P3S",
  "method": "wB97M-V/def2-TZVPD",
  "smiles": "CP(C)c1cc([PH2]=N)c2c(c1)Sc1c(CP(=O)(O)O)cccc1N2.COCCOCCOC.COCCOCCOC.COCCOCCOC",
  "e_lumo_ev": 0.2,
  "gap_ev": 8.164,
  "de_lowest_kj_mol": 0.00,
  "species": ["C", "P", "C", "C", "C", "C", "P", "N", "C", "C", "C", "S", "C", "C", "C", "P", "O", "O", "O", "C", "C", "C", "C", "N", "H", "H", "H", "H", "H", "H", "H", "H", "H", "H", "H", "H", "H", "H", "H", "H", "H", "H", "H", "C", "O", "C", "C", "O", "C", "C", "O", "C", "H", "H", "H", "H", "H", "H", "H", "H", "H", "H", "H", "H", "H", "H", "C", "O", "C", "C", "O", "C", "C", "O", "C", "H", "H", "H", "H", "H", "H", "H", "H", "H", "H", "H", "H", "H", "H", "C", "O", "C", "C", "O", "C", "C", "O", "C", "H", "H", "H", "H", "H", "H", "H", "H", "H", "H", "H", "H", "H", "H"],
  "positions_angstrom": [[-1.473679, -3.404755, 5.187220], [-1.214108, -1.750586, 4.437190], [-0.564400, -0.809199, 5.870794], [-2.876824, -1.017308, 4.312637], [-3.135335, -0.199459, 3.214469], [-4.366534, 0.428712, 3.066047], [-4.691549, 1.464356, 1.642450], [-5.834978, 1.024042, 0.661999], [-5.386128, 0.237233, 4.010894], [-5.129507, -0.581826, 5.113465], [-3.895672, -1.200788, 5.247010], [-6.302299, -0.793592, 6.406139], [-7.800697, -0.443685, 5.542029], [-8.999401, -0.929087, 6.056705], [-9.061258, -1.808870, 7.280206], [-8.848196, -3.586628, 6.980887], [-9.692356, -4.378116, 7.875289], [-9.069391, -3.792354, 5.399243], [-7.290602, -3.908213, 7.051782], [-10.190672, -0.590458, 5.424306], [-10.193386, 0.195358, 4.282029], [-9.000017, 0.663804, 3.770024], [-7.800748, 0.351577, 4.395050], [-6.615917, 0.894983, 3.839595], [-2.288304, -3.929352, 4.686353], [-1.660561, -3.363987, 6.265222], [-0.550690, -3.968045, 5.027962], [-0.513767, 0.247059, 5.591739], [-1.237834, -0.882946, 6.731528], [0.427608, -1.170068, 6.145662], [-2.355895, -0.048217, 2.473253], [-3.423791, 1.602287, 1.053236], [-4.884394, 2.741384, 2.193526], [-6.217239, 0.108907, 0.870835], [-3.731869, -1.840697, 6.112268], [-8.340029, -1.493960, 8.038190], [-10.055710, -1.716818, 7.727483], [-9.934833, -3.459993, 5.118324], [-6.881448, -3.932531, 6.178154], [-11.130255, -0.940640, 5.844985], [-11.126508, 0.457465, 3.793974], [-8.991123, 1.285484, 2.878701], [-6.778619, 1.044791, 2.844299], [5.725570, 4.327308, 2.421408], [4.836671, 3.235426, 2.422753], [5.117279, 2.316992, 3.461628], [3.945809, 1.390843, 3.687148], [2.892289, 1.967520, 4.440634], [2.019572, 2.845157, 3.748489], [1.011103, 2.130938, 2.879350], [1.599763, 1.735880, 1.658811], [0.826715, 0.761298, 1.000079], [6.763960, 4.000026, 2.288733], [5.450404, 4.971519, 1.588955], [5.654669, 4.899000, 3.354138], [5.337678, 2.853353, 4.393459], [5.998030, 1.715850, 3.192230], [4.300314, 0.553026, 4.291127], [3.583973, 1.000285, 2.732994], [2.574405, 3.577400, 3.157111], [1.473197, 3.375809, 4.530934], [0.164187, 2.802874, 2.671546], [0.633077, 1.249600, 3.415402], [0.749771, -0.148631, 1.607789], [1.323455, 0.523387, 0.060797], [-0.182092, 1.136473, 0.781762], [4.264394, -4.228452, -4.835361], [4.510249, -2.978058, -4.239807], [3.499960, -2.032191, -4.549755], [3.548415, -0.859967, -3.599233], [2.952967, -1.111006, -2.334311], [3.723860, -1.875640, -1.419898], [4.850831, -1.103997, -0.771022], [5.969442, -1.007921, -1.631773], [6.895996, -0.047837, -1.183287], [4.216991, -4.151253, -5.928711], [5.086544, -4.888087, -4.564552], [3.324366, -4.663699, -4.475199], [2.510191, -2.502836, -4.490325], [3.648887, -1.656882, -5.571582], [2.947499, -0.062331, -4.040889], [4.572954, -0.498127, -3.490822], [4.093197, -2.788169, -1.892854], [3.029761, -2.155772, -0.624383], [5.148340, -1.620896, 0.153472], [4.490729, -0.101003, -0.505455], [6.448127, 0.952444, -1.149438], [7.727139, -0.042164, -1.885571], [7.277004, -0.294436, -0.184376], [0.116816, 1.654192, -10.183937], [1.364683, 1.839102, -9.558585], [1.276663, 1.743171, -8.150056], [2.643693, 1.547112, -7.537834], [3.129178, 0.217485, -7.628196], [3.642209, -0.194453, -8.884463], [5.023233, 0.338574, -9.187136], [4.957376, 1.676541, -9.640791], [6.220221, 2.298938, -9.638430], [-0.612479, 2.404496, -9.855650], [0.270244, 1.757889, -11.256019], [-0.288365, 0.656898, -9.975814], [0.632499, 0.900710, -7.866958], [0.835734, 2.665681, -7.745749], [2.553405, 1.743083, -6.467233], [3.356701, 2.259396, -7.959069], [2.952513, 0.051075, -9.695093], [3.718464, -1.281619, -8.814961], [5.485340, -0.289651, -9.962355], [5.638811, 0.276029, -8.280060], [6.640272, 2.342426, -8.626560], [6.085899, 3.312363, -10.010660], [6.928146, 1.772257, -10.289730]],
  "forces_ev_per_a": [[0.011, 0.037, 0.247], [0.471, 0.080, -0.492], [-0.326, 0.129, 0.176], [-0.212, 0.005, -0.002], [0.045, -0.098, 0.280], [-0.047, 0.031, 0.145], [-0.196, -0.292, -0.513], [-0.152, 0.202, 0.523], [0.047, 0.018, 0.083], [0.071, 0.082, -0.147], [0.058, -0.041, -0.028], [0.034, 0.122, 0.135], [0.072, 0.087, -0.177], [-0.172, -0.016, 0.038], [-0.083, 0.296, 0.011], [-0.042, -0.156, -0.014], [0.144, 0.071, -0.053], [-0.229, 0.149, 0.109], [-0.102, -0.145, -0.003], [-0.226, -0.023, -0.057], [-0.140, -0.017, 0.050], [-0.044, 0.016, -0.182], [0.141, 0.094, 0.139], [-0.007, -0.692, -0.173], [0.052, 0.000, 0.008], [-0.113, -0.031, -0.113], [-0.120, -0.025, 0.035], [0.189, -0.115, 0.020], [0.123, -0.067, 0.004], [-0.021, 0.086, -0.029], [-0.054, -0.019, 0.011], [0.164, 0.056, 0.107], [0.034, 0.109, -0.052], [0.111, -0.069, -0.252], [-0.006, 0.059, -0.091], [-0.022, -0.134, 0.037], [0.152, -0.042, 0.010], [0.151, -0.137, -0.105], [0.068, 0.073, 0.058], [0.099, 0.045, -0.042], [0.090, -0.051, 0.081], [0.037, -0.055, 0.090], [0.013, 0.424, 0.101], [0.028, -0.025, -0.074], [-0.080, 0.056, 0.101], [0.037, 0.021, -0.072], [0.021, -0.110, 0.000], [0.013, 0.019, 0.024], [-0.063, 0.071, 0.043], [-0.021, 0.032, -0.063], [0.085, -0.062, 0.042], [0.048, -0.041, -0.121], [0.002, 0.002, 0.011], [0.004, -0.001, -0.006], [0.016, -0.013, 0.009], [0.000, -0.010, 0.016], [0.031, 0.022, 0.043], [-0.012, -0.015, -0.013], [0.019, 0.054, -0.019], [0.001, -0.047, -0.038], [0.012, 0.013, -0.002], [-0.027, -0.025, 0.070], [-0.023, 0.013, 0.040], [-0.093, 0.000, -0.021], [-0.014, 0.004, -0.011], [-0.010, -0.039, 0.010], [0.076, 0.017, -0.050], [-0.112, -0.035, 0.132], [0.114, 0.000, -0.087], [-0.076, 0.101, -0.066], [0.040, -0.008, 0.057], [-0.083, -0.002, 0.024], [0.079, -0.042, 0.000], [-0.079, 0.088, -0.049], [0.048, -0.050, -0.003], [-0.013, -0.003, 0.000], [0.005, -0.001, -0.006], [-0.011, 0.009, -0.018], [-0.015, 0.011, -0.001], [-0.087, -0.023, -0.021], [0.016, 0.017, 0.010], [0.025, -0.071, -0.005], [0.118, 0.036, 0.032], [-0.036, -0.020, -0.036], [-0.024, 0.047, 0.034], [-0.022, -0.006, 0.026], [-0.005, -0.004, 0.022], [0.004, -0.003, 0.003], [-0.006, 0.008, 0.006], [0.004, 0.078, -0.028], [0.025, -0.141, 0.017], [-0.022, 0.055, -0.056], [0.008, 0.055, 0.076], [-0.006, -0.034, 0.050], [0.001, -0.085, -0.031], [0.018, 0.043, -0.058], [-0.019, 0.015, 0.125], [-0.007, 0.013, -0.072], [-0.005, -0.008, 0.006], [-0.002, 0.007, -0.003], [-0.011, 0.008, 0.018], [0.000, -0.006, 0.023], [-0.045, -0.028, 0.020], [0.027, 0.007, 0.001], [-0.041, -0.008, -0.064], [0.042, 0.064, -0.007], [-0.024, -0.002, -0.003], [0.041, -0.012, 0.032], [0.003, -0.028, 0.004], [0.010, -0.019, -0.005], [0.002, 0.000, -0.006], [0.006, -0.005, 0.010]]
}


{
  "formula": "C4H6ClNO2",
  "method": "wB97M-V/def2-TZVPD",
  "e_lumo_ev": -1.0,
  "gap_ev": 9.866,
  "de_lowest_kj_mol": 527.15,
  "species": ["C", "C", "C", "C", "N", "O", "O", "Cl", "H", "H", "H", "H", "H", "H"],
  "positions_angstrom": [[1.683835, -0.924074, 0.476401], [0.639889, 0.179579, 0.673204], [0.968190, -1.391879, -0.801309], [0.014666, -0.455695, -0.562344], [-1.267363, -0.152091, -1.123865], [-1.932454, 0.780269, -0.678259], [-1.582808, -0.856992, -2.080000], [-2.757536, 3.394532, 0.937793], [2.676066, -0.442273, 0.445573], [1.645098, -1.507423, 1.351213], [0.040165, 0.021447, 1.646781], [1.142546, 1.098327, 0.647074], [1.017187, -1.946501, -1.705238], [-2.287479, 2.202776, 0.772976]],
  "forces_ev_per_a": [[1.296, 0.819, -0.565], [-2.181, -2.366, 1.046], [-1.577, 2.513, 0.916], [1.031, 0.644, 1.656], [-0.368, -0.246, -1.628], [0.606, -0.891, -0.139], [-0.203, 0.586, 0.692], [0.097, -0.169, 0.091], [-0.099, -0.756, -0.559], [0.151, -1.579, 0.613], [0.816, 0.602, -1.543], [-0.076, 1.663, -0.356], [0.608, -1.074, -0.147], [-0.101, 0.254, -0.079]]
}


Number 1: total energy -164.79941 Ha. Number 2: total energy -3728.58324 Ha. Number 3: total energy -821.27178 Ha.